Molecular formula: C36H44BiN4O2
Method: DFT, the ωB97M-V functional and the def2-TZVPD basis

```
87
Properties=species:S:1:pos:R:3:forces:R:3
Bi -0.48898 0.78176 -0.00704 -0.995 -0.123 -0.271
C 1.47324 -1.06045 6.12380 -0.135 0.104 0.062
C 0.17331 -0.43109 5.61370 0.205 -0.122 -0.004
C -0.04874 -0.69374 4.16033 -0.463 -0.510 -0.076
C -0.69059 -1.75401 3.58781 0.137 0.499 0.435
C -1.33189 -2.91939 4.25012 0.165 -0.082 0.016
C -0.39146 -4.12484 4.29191 -0.097 0.031 0.015
C -0.65603 -1.54103 2.14930 -0.654 -1.004 -0.599
C -1.16146 -2.37386 1.19917 0.267 0.394 1.266
C -1.15359 -2.18772 -0.21080 -0.098 -0.109 -1.197
C -1.64951 -3.20066 -1.12517 0.360 0.141 -0.441
C -2.30000 -4.48388 -0.73487 -0.295 0.229 0.025
C -3.76152 -4.23558 -0.34466 0.137 -0.216 0.028
C -1.56169 -2.66597 -2.36978 0.286 0.127 0.786
C -1.04503 -1.27339 -2.16192 0.175 -1.104 0.324
C -0.50933 -0.49572 -3.26873 0.514 0.751 -0.011
C 0.33953 0.54811 -3.13193 -0.645 -0.756 -0.610
N 0.72312 1.09509 -1.92401 0.593 0.445 0.828
C 1.49598 2.15744 -2.17967 -0.607 -0.830 -0.372
C 2.01081 3.03545 -1.22361 0.289 0.521 0.903
C 1.93557 2.91733 0.14484 0.099 0.022 -0.908
N 1.31231 1.92105 0.83395 -0.102 -0.587 -0.149
C 1.53920 2.13803 2.15965 -0.328 -0.470 0.363
C 1.08163 1.36179 3.20427 0.249 0.574 -0.133
C 0.36641 0.17380 3.07284 -0.282 -0.475 -0.568
N -0.03328 -0.34594 1.89451 0.640 0.622 -0.111
C 2.33993 3.33900 2.32603 0.388 0.582 -0.657
C 2.56144 3.83909 1.08169 -0.038 0.006 0.908
C 3.30500 5.07174 0.70779 0.245 -0.110 -0.029
C 4.77335 4.77364 0.39220 -0.067 0.127 -0.001
C 2.74996 3.90525 3.63904 -0.224 0.105 0.042
C 1.57541 4.63724 4.30045 0.162 -0.031 0.047
C 1.67856 2.30579 -3.61060 -0.221 -0.368 -0.426
C 0.94479 1.32574 -4.20715 0.280 0.508 0.160
C 0.78646 1.04770 -5.65977 0.129 -0.104 -0.030
C 1.76666 -0.02685 -6.13975 -0.112 0.112 -0.043
C 2.38814 3.44615 -4.25379 -0.236 0.070 0.038
C 1.44651 4.65375 -4.29708 0.220 -0.015 -0.100
N -0.40718 -1.26476 -0.90405 0.442 0.403 0.257
C -2.04768 -3.19784 -3.66653 0.181 -0.110 0.001
C -0.91085 -3.84425 -4.46315 -0.162 0.034 -0.024
H 1.61991 -0.81228 7.17166 0.076 0.025 0.089
H 2.33011 -0.70071 5.55794 0.096 -0.010 -0.036
H 1.43188 -2.14266 6.04227 0.060 -0.112 -0.059
H 0.20589 0.64502 5.79690 -0.149 -0.025 0.023
H -0.66446 -0.84267 6.18284 0.005 0.152 -0.041
H -2.24379 -3.18334 3.71226 -0.069 0.024 0.084
H -1.60741 -2.64514 5.26860 -0.111 0.009 -0.015
H -0.08097 -4.40397 3.28947 0.076 -0.085 -0.126
H -0.88684 -4.97461 4.75034 -0.023 -0.130 0.059
H 0.49841 -3.88948 4.86795 0.123 -0.038 0.046
H -1.65287 -3.27264 1.53300 -0.060 -0.090 0.146
H -1.75707 -4.94767 0.09057 0.028 -0.101 -0.041
H -2.25537 -5.16652 -1.58391 0.054 -0.104 0.078
H -3.82765 -3.48428 0.43832 -0.071 0.074 0.075
H -4.23180 -5.15172 0.00371 -0.073 -0.072 0.037
H -4.31890 -3.86554 -1.20041 -0.089 0.089 -0.072
H -0.86102 -0.75412 -4.25502 0.090 -0.059 -0.154
H 2.55742 3.88109 -1.60970 0.053 0.084 0.038
H 1.32272 1.68163 4.20525 0.074 0.018 0.046
H 3.25503 5.77770 1.53682 -0.078 0.093 -0.067
H 2.83558 5.53714 -0.15980 -0.074 0.098 0.059
H 5.27864 4.38933 1.27413 0.085 -0.086 0.060
H 5.28063 5.68190 0.07767 0.085 0.053 -0.035
H 4.86232 4.03654 -0.40255 0.037 -0.080 -0.060
H 3.57526 4.60245 3.49570 0.073 -0.081 0.034
H 3.09969 3.10046 4.28779 0.108 0.039 0.031
H 1.24835 5.46632 3.67660 -0.045 0.071 -0.020
H 1.86794 5.02872 5.27187 -0.015 0.048 0.060
H 0.72961 3.96778 4.44007 -0.098 -0.013 0.030
H 0.96265 1.96435 -6.22476 -0.138 0.006 0.007
H -0.23485 0.71915 -5.86181 -0.028 0.104 -0.034
H 2.79152 0.32051 -6.03914 0.118 -0.022 0.037
H 1.58253 -0.25289 -7.18615 0.029 -0.067 -0.103
H 1.65123 -0.93894 -5.56107 0.035 -0.139 0.051
H 2.68353 3.17584 -5.26699 0.114 -0.009 0.023
H 3.28990 3.70048 -3.69651 0.114 -0.052 -0.073
H 0.55519 4.40992 -4.86998 -0.093 0.040 -0.059
H 1.94322 5.50069 -4.76009 -0.023 0.169 -0.050
H 1.13369 4.93800 -3.29459 -0.050 0.066 0.075
H -2.49173 -2.38727 -4.24748 -0.119 -0.007 0.027
H -2.82307 -3.94131 -3.48284 -0.118 0.079 -0.059
H -0.07426 -3.15795 -4.57685 0.107 0.047 -0.072
H -1.27013 -4.13208 -5.44829 0.070 -0.039 -0.096
H -0.54628 -4.73395 -3.95638 0.068 -0.065 0.046
O -2.69581 -0.85789 -0.50817 -0.186 -0.191 0.901
O -2.52083 -0.73025 -1.82399 -0.469 1.008 -0.639
```
Forces are in eV/Å.

## Properties
E_LUMO: -0.176 hartree
charge: +1
F_max: 0.0263 Eh/bohr

=====

Molecular formula: C31H29BrIrN3O2
Method: DFT, the ωB97M-V functional and the def2-TZVPD basis

```
67
Properties=species:S:1:pos:R:3:forces:R:3
Ir 0.80483 0.11694 0.57169 0.380 -1.115 -0.255
O 1.54780 -1.79548 -0.03710 -0.002 0.255 0.531
C 1.49255 -2.08409 -1.31821 -0.082 -0.101 -0.146
C 1.06484 -3.36588 -1.71506 0.043 0.022 0.087
C 1.02544 -3.71877 -3.04539 0.015 0.015 -0.045
C 1.42509 -2.82936 -4.05171 -0.014 -0.037 0.033
C 1.87487 -1.58386 -3.68936 -0.005 0.018 0.019
C 1.89231 -1.18832 -2.34182 -0.129 -0.020 0.013
C 2.44898 0.07987 -1.96802 0.251 -0.114 0.125
N 2.19698 0.65379 -0.85431 -0.367 0.234 -0.218
C 3.00510 1.74965 -0.33647 -0.016 0.048 -0.062
C 3.57046 1.21767 0.96890 0.042 -0.079 -0.025
N 2.47725 0.48589 1.63162 -0.078 0.133 -0.364
C 2.69237 -0.05315 2.78306 0.020 0.109 0.044
C 1.76788 -0.74741 3.61140 -0.032 -0.015 -0.001
C 2.26631 -1.22819 4.84726 -0.010 0.000 0.002
C 1.45624 -1.85759 5.74730 0.014 -0.003 0.002
C 0.09539 -2.01747 5.43541 -0.030 -0.005 -0.004
C -0.42183 -1.56906 4.24877 0.010 -0.012 0.004
C 0.39856 -0.93698 3.29117 0.055 0.184 0.167
O -0.17658 -0.54977 2.18281 -0.063 -0.108 -0.342
H 0.78270 -4.06399 -0.93750 -0.014 0.002 -0.006
H 0.68708 -4.71099 -3.31761 0.003 -0.002 0.002
H 1.40104 -3.12845 -5.08962 -0.002 0.001 -0.003
H 2.21962 -0.88563 -4.44381 -0.005 0.001 0.003
H 3.17861 0.54786 -2.62887 0.040 -0.024 0.016
H 2.35212 2.60400 -0.14993 0.008 0.008 -0.019
H 3.79269 2.03482 -1.03473 0.003 -0.019 -0.001
H 3.92633 2.02204 1.61292 -0.016 0.010 -0.011
H 4.38985 0.52471 0.76612 0.022 0.023 0.020
H 3.69710 0.06332 3.18805 -0.013 0.018 0.011
H 3.31639 -1.08040 5.07010 0.000 0.003 0.000
H 1.84907 -2.22183 6.68541 0.004 0.005 0.000
H -0.55925 -2.50522 6.14635 -0.002 0.000 -0.004
H -1.46902 -1.69052 4.00840 0.001 0.001 -0.010
Br 0.50589 2.56548 2.74378 -0.006 0.005 0.325
C -0.29645 3.59470 1.38515 0.022 -0.042 0.013
C -0.66969 4.85305 1.75611 -0.009 0.030 -0.002
C -1.27532 5.72078 0.83136 0.008 -0.012 0.009
C -1.48217 5.28443 -0.43823 0.004 -0.009 -0.015
C -1.10311 3.97924 -0.84086 -0.012 0.013 -0.011
C -1.35641 3.60074 -2.17754 0.006 -0.015 0.009
C -1.01441 2.35979 -2.60984 -0.013 0.004 -0.008
C -0.41115 1.45822 -1.71651 0.088 -0.038 -0.128
C -0.13807 1.76026 -0.40759 0.115 0.391 0.691
C -0.48361 3.06814 0.07747 -0.101 0.042 -0.141
H -0.49696 5.17820 2.77227 0.001 -0.001 -0.001
H -1.56767 6.71545 1.13770 0.001 0.000 0.001
H -1.94622 5.92718 -1.17544 -0.002 -0.001 -0.001
H -1.82352 4.31790 -2.84012 0.000 0.004 0.001
H -1.19566 2.05050 -3.63107 -0.005 0.010 -0.008
H -0.15254 0.48397 -2.11024 0.001 0.074 -0.018
C -4.22316 -1.35068 -0.36719 0.005 -0.001 0.009
C -3.02304 -1.87245 -1.16819 0.002 0.018 -0.075
C -3.12806 -1.46864 -2.64633 -0.016 -0.010 0.006
C -2.87761 -3.39286 -1.02352 0.002 -0.004 0.001
C -1.81050 -1.24161 -0.63132 0.027 -0.181 0.191
N -0.86708 -0.75615 -0.21381 -0.149 0.281 -0.412
H -5.13091 -1.79508 -0.77498 0.001 0.000 0.000
H -4.30523 -0.26646 -0.44034 -0.001 0.001 0.001
H -4.14481 -1.62654 0.68400 0.000 0.001 0.001
H -4.01571 -1.93526 -3.07350 -0.001 0.001 0.000
H -2.25587 -1.80711 -3.20702 0.002 -0.002 -0.004
H -3.22055 -0.38747 -2.75304 -0.001 0.002 -0.001
H -3.80912 -3.86223 -1.33981 0.005 0.001 -0.017
H -2.68251 -3.67551 0.01076 -0.018 0.000 0.003
H -2.06797 -3.76813 -1.64928 0.015 0.003 0.017
```
Forces are in eV/Å.

## Properties
multiplicity: 2
expectation value of S²: 0.756
E_LUMO (spin up / spin down): -0.109 / -0.157 hartree
charge: +1
F_max: 0.0234 Eh/bohr

=====

Molecular formula: ClH10O5
Method: DFT, the ωB97M-V functional and the def2-TZVPD basis

```
16
Properties=species:S:1:pos:R:3:forces:R:3
Cl 20.75040 -29.95639 0.88597 0.074 0.103 -0.190
O 20.51918 -28.19339 -1.93113 -0.222 0.316 -0.132
H 20.64060 -28.56324 -1.04328 0.075 -0.491 0.053
H 20.83761 -27.29063 -1.86301 0.086 0.032 -0.008
O 23.45357 -29.44718 -1.01666 0.375 -0.020 -0.081
H 23.66414 -28.51374 -0.94998 -0.041 0.068 0.031
H 22.90828 -29.62654 -0.23884 -0.344 -0.100 0.053
O 20.52423 -26.73627 1.30281 0.067 0.352 -0.196
H 20.45445 -27.59550 0.85989 0.080 -0.353 0.386
H 20.20710 -26.10194 0.65556 -0.083 0.044 -0.011
O 17.92206 -29.08131 2.16162 -0.350 0.008 0.085
H 17.33026 -28.73473 1.49081 -0.001 0.032 -0.064
H 18.70624 -29.36939 1.66775 0.334 -0.094 0.062
O 22.93822 -32.00658 2.37385 0.226 -0.209 0.119
H 22.27662 -31.51777 1.86531 -0.226 0.351 -0.083
H 22.62006 -32.91156 2.37192 -0.051 -0.041 -0.024
```
Forces are in eV/Å.

## Properties
E_LUMO: 0.128 hartree
charge: -1
F_max: 0.0103 Eh/bohr

=====

Look up the F_max of the third one. 0.0103 Eh/bohr